ORCA calculation (ωB97M-V/def2-TZVPD) on a structure of composition C12H14GaN2P in a non-equilibrium geometry.

The geometry in XYZ format:
```
30
Properties=species:S:1:pos:R:3:lowdin_charge:R:1
C -0.580 -0.715 -1.804 -0.29
C -1.519 -1.696 -1.850 -0.29
C -2.282 -2.163 -0.744 -0.22
C -2.419 -1.512 0.516 -0.28
C -1.742 -0.394 0.902 -0.20
Ga -0.172 -0.494 -0.038 0.29
P 1.270 1.543 -1.140 0.75
H -0.087 -0.289 -2.677 -0.02
H -1.752 -2.148 -2.826 0.09
H -2.970 -2.992 -0.949 0.07
H -1.977 0.219 1.773 0.01
H -3.184 -1.933 1.189 0.09
H 1.049 2.873 -0.668 -0.12
H 1.261 1.757 -2.555 -0.10
H 2.672 1.398 -0.913 -0.13
N 2.985 -2.084 2.010 0.13
C 2.135 -2.004 0.966 -0.07
N 1.308 -0.968 1.157 0.04
C 1.630 -0.358 2.384 -0.20
C 1.066 0.740 3.041 0.01
C 1.599 1.070 4.300 -0.07
C 2.638 0.311 4.870 -0.07
C 3.200 -0.780 4.181 -0.01
C 2.683 -1.062 2.928 -0.19
H 3.723 -2.772 2.117 0.17
H 2.154 -2.642 0.091 0.15
H 0.257 1.292 2.565 0.11
H 1.200 1.925 4.851 0.11
H 3.007 0.577 5.864 0.11
H 3.994 -1.413 4.577 0.11
```

## Properties
DFT total energy (a.u.): -2841.15896
E_HOMO (eV): -5.15
Maximum force (eV Å⁻¹): 2.3
Orbital gap (eV): 5.053

ORCA calculation (ωB97M-V/def2-TZVPD) on a structure of composition C12H14IN3O3Pt in a non-equilibrium geometry.

The geometry in XYZ format:
```
34
Properties=species:S:1:pos:R:3:lowdin_charge:R:1
C 1.856 2.717 1.409 -0.22
C 2.811 1.811 0.517 -0.28
H 2.047 3.755 1.132 0.10
H 2.131 2.506 2.453 0.12
H 0.721 2.639 1.396 0.04
H 2.470 1.348 -0.460 -0.02
H 3.475 2.557 0.074 0.11
H 3.350 1.071 1.108 0.10
C -2.220 1.589 -0.014 -0.14
C -3.519 1.364 -0.457 0.01
C -3.838 0.135 -1.049 0.02
C -2.838 -0.824 -1.217 0.05
H -1.890 2.487 0.510 0.12
H -4.265 2.145 -0.303 0.13
H -4.864 -0.063 -1.355 0.14
H -3.017 -1.811 -1.650 0.13
N -1.267 0.679 -0.227 -0.13
C -1.534 -0.515 -0.814 -0.20
C -0.381 -1.399 -0.881 -0.19
N 0.767 -0.833 -0.435 -0.07
C 1.892 -1.546 -0.320 -0.09
C 0.745 -3.516 -1.133 0.02
C 1.900 -2.893 -0.653 0.01
H 2.755 -1.016 0.090 0.12
H 2.835 -3.433 -0.525 0.13
C -0.411 -2.749 -1.265 0.05
H -1.339 -3.159 -1.653 0.13
H 0.773 -4.570 -1.417 0.14
Pt 0.758 1.241 0.156 0.90
I 0.651 2.888 -1.814 0.83
O -1.309 -0.194 2.381 0.20
N -0.189 -0.689 2.192 -0.42
O 0.091 -1.891 2.282 0.21
O 0.852 0.170 1.940 -0.02
```

## Properties
DFT total energy (a.u.): -1271.72347
Charge: +2
E_HOMO (alpha / beta) (eV): -15.00 / -16.02
Maximum force (eV Å⁻¹): 3.6
Multiplicity: 5
Orbital gap (alpha / beta) (eV): 7.591 / 4.207

ORCA calculation (ωB97M-V/def2-TZVPD) on a structure of composition C12H14IrN3O8P2S6.

The geometry in XYZ format:
```
46
Properties=species:S:1:pos:R:3:lowdin_charge:R:1
Ir 2.233 1.023 2.231 0.60
S 6.693 0.918 3.002 0.37
C 5.067 0.973 2.688 -1.80
S 3.839 0.088 3.530 0.49
S 4.240 1.894 1.490 0.47
O -0.310 2.943 2.598 -0.17
P 0.629 3.104 3.911 0.21
O 0.440 4.395 4.586 -0.30
O 2.026 2.694 3.476 -0.46
O 0.040 1.900 4.854 -0.26
P -0.385 0.443 4.311 0.19
O -1.806 0.788 3.552 -0.18
O -0.663 -0.470 5.431 -0.29
O 0.547 0.064 3.184 -0.52
H -1.152 2.511 2.814 0.05
H -2.521 0.584 4.164 0.07
C -1.072 1.373 -1.931 -0.07
N -0.393 2.245 -0.999 -0.18
C -1.155 3.319 -0.403 -0.04
C 0.858 1.979 -0.577 -0.36
O 1.471 2.643 0.242 -0.06
H -1.435 1.943 -2.792 0.09
H -1.923 0.871 -1.463 0.04
H -0.378 0.611 -2.288 0.08
H -1.450 4.045 -1.166 0.08
H -0.543 3.794 0.361 0.07
H -2.057 2.920 0.069 0.09
H 1.300 1.091 -1.055 0.11
S -3.131 -1.611 -0.642 0.51
C -1.464 -1.621 -0.456 -1.10
S -0.652 -0.803 0.835 1.04
C 0.909 -1.201 0.125 -1.03
N 0.799 -1.917 -0.958 -0.01
N -0.529 -2.181 -1.248 -0.16
C -0.753 -2.891 -2.458 -0.21
C -1.773 -3.826 -2.566 -0.05
C -1.952 -4.505 -3.762 -0.09
C -1.118 -4.263 -4.844 -0.11
C -0.089 -3.340 -4.721 -0.10
C 0.099 -2.654 -3.532 -0.02
S 2.459 -0.733 0.712 0.55
H -2.420 -4.008 -1.722 0.07
H -2.750 -5.233 -3.843 0.10
H -1.264 -4.797 -5.775 0.09
H 0.576 -3.151 -5.555 0.10
H 0.910 -1.951 -3.410 0.11
```

## Properties
DFT total energy (a.u.): -4408.51963
Charge: -2
E_HOMO (eV): -2.32
Maximum force (eV Å⁻¹): 0.4
Orbital gap (eV): 6.218